This record from the OMol25 dataset describes a molecular structure, C41H58AgO9P2. The level of theory is ωB97M-V with the def2-TZVPD basis set.

Element x y z (Å)
Ag  -0.468  0.497  -0.711
C  6.295  -0.968  -0.751
C  5.514  0.331  -0.692
C  4.883  0.606  0.658
O  4.540  0.369  -1.765
P  3.086  -0.208  -1.925
O  1.977  0.582  -1.400
C  3.081  -1.874  -1.212
P  1.409  -2.547  -1.085
O  0.548  -1.871  -0.111
O  1.582  -4.073  -0.668
C  2.382  -5.128  -1.230
C  3.743  -5.168  -0.557
C  2.465  -5.089  -2.744
O  0.907  -2.535  -2.584
C  -0.488  -2.191  -2.926
C  -1.185  -3.469  -3.333
C  -0.434  -1.145  -4.012
O  2.994  -0.413  -3.497
C  4.041  -0.998  -4.293
C  3.363  -1.908  -5.298
C  4.853  0.102  -4.947
H  7.186  -0.874  -0.127
H  6.617  -1.188  -1.772
H  5.714  -1.810  -0.371
H  6.187  1.147  -0.957
H  4.443  -0.299  1.084
H  4.101  1.367  0.604
H  5.649  0.955  1.355
H  3.463  -1.820  -0.189
H  3.724  -2.536  -1.796
H  1.833  -6.027  -0.942
H  4.393  -4.361  -0.899
H  4.237  -6.114  -0.785
H  3.630  -5.088  0.524
H  2.997  -4.207  -3.104
H  1.473  -5.086  -3.193
H  3.006  -5.973  -3.086
H  -0.953  -1.777  -2.031
H  -0.695  -3.918  -4.201
H  -2.221  -3.250  -3.598
H  -1.189  -4.189  -2.513
H  0.065  -1.540  -4.902
H  0.094  -0.260  -3.660
H  -1.448  -0.838  -4.271
H  4.692  -1.595  -3.642
H  2.744  -1.316  -5.975
H  2.716  -2.621  -4.788
H  4.106  -2.450  -5.886
H  4.207  0.708  -5.583
H  5.646  -0.329  -5.564
H  5.302  0.746  -4.194
C  0.080  -0.086  7.175
C  0.395  0.469  5.811
C  0.078  1.783  5.479
C  0.361  2.305  4.222
C  -0.011  3.720  3.872
C  0.981  1.497  3.267
C  1.292  0.175  3.575
C  1.877  -0.737  2.528
C  1.001  -0.320  4.843
C  1.277  2.065  1.880
O  2.434  2.484  1.689
O  0.310  2.020  1.082
H  -0.359  0.679  7.817
H  0.979  -0.462  7.672
H  -0.628  -0.916  7.115
H  -0.404  2.417  6.218
H  -0.547  4.200  4.692
H  -0.636  3.737  2.976
H  0.881  4.307  3.642
H  2.275  -0.166  1.688
H  1.111  -1.400  2.120
H  2.675  -1.358  2.949
H  1.246  -1.355  5.074
C  -2.042  1.530  -1.738
C  -3.040  2.240  -1.720
C  -4.114  3.183  -1.673
C  -4.124  4.185  -0.691
C  -5.163  5.097  -0.615
C  -6.224  5.038  -1.511
C  -6.226  4.055  -2.492
C  -5.185  3.142  -2.573
H  -3.299  4.221  0.010
H  -5.145  5.860  0.155
H  -7.037  5.751  -1.447
H  -7.043  3.999  -3.202
H  -5.185  2.382  -3.345
C  -5.338  3.409  3.852
C  -4.888  2.302  2.939
C  -5.609  1.985  1.795
C  -5.181  0.996  0.923
C  -5.991  0.734  -0.322
C  -3.986  0.313  1.196
C  -3.521  -0.656  0.184
O  -2.399  -1.086  0.087
C  -3.246  0.603  2.366
C  -1.970  -0.088  2.756
C  -3.727  1.596  3.213
H  -6.335  3.761  3.586
H  -4.655  4.259  3.786
H  -5.352  3.083  4.893
H  -6.513  2.539  1.564
H  -6.877  1.369  -0.324
H  -6.320  -0.305  -0.390
H  -5.414  0.963  -1.218
H  -4.275  -0.955  -0.563
H  -2.001  -1.158  2.567
H  -1.762  0.091  3.814
H  -1.129  0.321  2.189
H  -3.156  1.828  4.107

## Properties
Total charge: -1
LUMO, Ha: 0.0744
Gap between HOMO and LUMO, eV: 6.73
HOMO, eV: -4.710